1.
{"formula": "C27H54O9", "method": "the ωB97M-V functional and the def2-TZVPD basis", "symbols": ["C", "C", "O", "C", "H", "H", "H", "H", "H", "H", "C", "C", "O", "C", "H", "H", "H", "H", "H", "H", "C", "C", "O", "C", "H", "H", "H", "H", "H", "H", "C", "C", "O", "C", "H", "H", "H", "H", "H", "H", "C", "C", "O", "C", "H", "H", "H", "H", "H", "H", "C", "C", "O", "C", "H", "H", "H", "H", "H", "H", "C", "C", "O", "C", "H", "H", "H", "H", "H", "H", "C", "C", "O", "C", "H", "H", "H", "H", "H", "H", "C", "C", "O", "C", "H", "H", "H", "H", "H", "H"], "xyz": [[-5.287781, -2.027239, -16.103196], [-6.081671, -0.769316, -16.361019], [-5.532126, 0.286401, -16.567406], [-7.559131, -0.946728, -16.423960], [-4.288188, -1.803943, -15.721420], [-5.070108, -2.529187, -17.042811], [-5.719806, -2.677023, -15.344834], [-7.969755, -1.269313, -15.466413], [-7.778461, -1.713441, -17.175418], [-8.092562, -0.065605, -16.779996], [3.119801, -0.189447, -14.476669], [1.627001, 0.106903, -14.455255], [0.808692, -0.717471, -14.154037], [1.284254, 1.565341, -14.690750], [3.300601, -1.255786, -14.368923], [3.553267, 0.337839, -13.626462], [3.510493, 0.188662, -15.420923], [0.767248, 1.766077, -15.627530], [2.168981, 2.180007, -14.536827], [0.567479, 1.890819, -13.930136], [-8.396658, -5.696132, -14.496611], [-7.887943, -4.436779, -13.859160], [-8.480266, -3.398355, -14.062818], [-6.606616, -4.484269, -13.068334], [-9.481337, -5.741362, -14.382774], [-8.011940, -6.620213, -14.062062], [-8.193336, -5.663417, -15.567695], [-6.083551, -3.533241, -13.140118], [-5.970488, -5.149416, -13.669206], [-6.657797, -4.937287, -12.085872], [-1.548033, -7.885818, -11.470953], [-1.922941, -8.834555, -10.354950], [-2.010821, -10.021516, -10.572103], [-2.042365, -8.291076, -8.960701], [-2.031511, -6.929405, -11.285979], [-1.790394, -8.378271, -12.410501], [-0.478465, -7.665747, -11.530777], [-1.066572, -7.975651, -8.584954], [-2.454246, -9.017087, -8.264774], [-2.678645, -7.402753, -8.962144], [-3.882582, -6.477691, -15.511461], [-4.762469, -7.050893, -16.591465], [-5.698209, -6.431504, -17.021126], [-4.329096, -8.385705, -17.185262], [-3.507700, -7.276056, -14.866077], [-4.413508, -5.715047, -14.955064], [-2.979126, -6.092106, -15.993200], [-3.417736, -8.155679, -17.740409], [-5.086732, -8.813746, -17.834070], [-4.111852, -9.092778, -16.385405], [-4.711292, -5.848929, -10.092900], [-5.931704, -5.070081, -9.596821], [-5.897975, -3.874867, -9.476201], [-7.180706, -5.864384, -9.327798], [-4.496091, -5.558903, -11.118522], [-4.864275, -6.914783, -9.925122], [-3.881302, -5.576290, -9.437771], [-7.533584, -6.354626, -10.239219], [-7.976384, -5.223415, -8.951074], [-7.043438, -6.659310, -8.590918], [-2.749771, -2.912803, -18.818165], [-2.256889, -1.526988, -19.154146], [-1.305348, -1.056741, -18.572765], [-2.984831, -0.730481, -20.211442], [-2.170924, -3.464383, -18.080189], [-2.709182, -3.509010, -19.736915], [-3.768975, -2.948988, -18.442215], [-4.058672, -0.694490, -20.024210], [-2.854107, -1.313907, -21.128802], [-2.570024, 0.269076, -20.246416], [-1.617787, -4.756204, -12.804392], [-2.132323, -3.883476, -13.919468], [-3.294098, -3.539849, -13.957107], [-1.196947, -3.545089, -15.052374], [-1.738303, -5.797654, -13.109897], [-2.258159, -4.618116, -11.934801], [-0.552817, -4.635365, -12.614946], [-1.801524, -2.994941, -15.770805], [-0.901581, -4.480766, -15.533011], [-0.381013, -2.946860, -14.647329], [2.116737, -5.815531, -16.032099], [2.306616, -5.695478, -14.541822], [1.527052, -6.282530, -13.812975], [3.382299, -4.836884, -13.930891], [2.208836, -6.873874, -16.272432], [2.832997, -5.219085, -16.598058], [1.118360, -5.488764, -16.315974], [4.372015, -5.194690, -14.224588], [3.335979, -4.807365, -12.848194], [3.232505, -3.832757, -14.340567]], "forces_ev_per_angstrom": [[1.0, 0.3, 0.6], [0.3, -0.1, -0.1], [0.0, 0.2, 0.0], [-0.8, 0.0, -0.5], [-0.1, 0.4, 0.0], [-0.6, -0.3, 0.0], [-0.4, -0.2, -0.4], [0.0, -0.2, 0.0], [0.0, -0.3, 0.3], [0.3, 0.2, 0.3], [-0.7, -0.2, -0.2], [0.6, 0.6, 0.3], [-0.4, -0.5, -0.1], [-0.4, 0.2, 0.7], [0.0, 0.0, -0.1], [0.2, 0.1, -0.1], [0.3, 0.0, 0.1], [0.4, -0.2, -0.3], [0.0, 0.1, -0.5], [0.0, -0.3, 0.0], [-0.6, -0.6, 0.2], [-0.4, 0.5, 0.2], [0.2, 0.0, 0.1], [0.7, -0.4, -1.6], [0.0, 0.2, -0.1], [0.3, 0.1, -0.1], [0.2, -0.1, 0.0], [-0.3, 0.2, 0.7], [0.0, -0.2, 0.3], [-0.3, 0.3, 0.2], [-0.1, 0.0, 0.3], [1.1, -0.6, -0.1], [-0.3, 0.0, 0.0], [-0.4, 0.5, 0.2], [-0.2, 0.0, -0.4], [-0.3, 0.3, -0.1], [0.1, -0.2, 0.4], [0.1, 0.0, -0.2], [0.0, -0.2, -0.2], [0.1, 0.0, 0.1], [0.3, -0.7, 0.0], [0.3, -0.4, -0.2], [-0.6, 0.2, -0.1], [-0.2, 0.4, 0.4], [-0.2, 0.1, 0.2], [0.2, 0.2, 0.0], [-0.1, 0.3, 0.0], [0.1, -0.3, -0.1], [0.0, 0.2, -0.1], [0.2, 0.0, -0.1], [-0.3, 0.1, 1.1], [0.2, -0.4, -0.3], [0.0, 0.3, 0.1], [-0.6, -0.1, 0.3], [0.1, -0.2, -0.1], [0.0, -0.1, -0.6], [0.1, 0.3, -0.2], [0.1, 0.0, -0.1], [0.1, 0.1, -0.1], [0.3, 0.0, -0.1], [-0.1, -0.8, -0.5], [0.0, 0.4, 1.1], [0.1, -0.1, -0.1], [0.0, -0.9, 0.1], [0.4, 0.5, 0.0], [-0.2, 0.0, 0.0], [-0.2, 0.3, -0.3], [0.0, 0.0, 0.1], [0.0, 0.5, -0.2], [0.1, 0.0, -0.3], [-0.2, -0.1, -0.2], [-0.1, -0.3, -0.2], [0.0, 0.0, 0.2], [-0.9, 0.0, 0.2], [0.0, 0.0, -0.2], [0.3, 0.1, 0.2], [0.0, 0.2, 0.2], [0.3, 0.3, 0.0], [0.5, 0.1, 0.2], [0.3, -0.1, -0.4], [0.5, 0.3, -0.1], [-0.9, -0.4, 1.1], [0.1, 0.1, -0.2], [0.1, 0.2, -0.7], [0.0, 0.0, -0.2], [0.1, -0.2, 0.0], [-0.1, 0.0, 0.2], [0.0, 0.1, -0.2], [-0.3, -0.1, 0.0], [0.3, 0.0, 0.1]], "e_above_lowest_kj_mol": 119.9, "lumo_energy_ev": 0.30, "e_homo_ev": -9.07, "gap_ev": 9.37, "smiles": "CC(C)=O.CC(C)=O.CC(C)=O.CC(C)=O.CC(C)=O.CC(C)=O.CC(C)=O.CC(C)=O.CC(C)=O", "fmax_ha_per_bohr": 0.0346}

2.
{"formula": "C4H7NO", "method": "the ωB97M-V functional and the def2-TZVPD basis", "symbols": ["C", "C", "C", "C", "H", "H", "H", "H", "H", "H", "H", "N", "O"], "xyz": [[-2.303040, 0.105036, 0.044473], [0.222893, 0.329071, -0.108914], [1.565210, -0.434866, -0.352914], [2.629112, 0.180128, 0.198792], [-2.525339, 0.467638, 1.014750], [-2.332656, 0.913648, -0.627839], [-3.133242, -0.565961, -0.172403], [-0.821818, -1.519136, 0.003858], [1.515563, -1.476046, -0.646121], [3.630348, -0.239244, 0.302682], [2.463684, 1.205152, 0.543861], [-0.935250, -0.510529, 0.029978], [0.024529, 1.545109, -0.230205]], "forces_ev_per_angstrom": [[1.2, -1.4, 0.4], [-2.6, -0.4, -2.0], [-0.6, 1.6, 2.3], [-0.7, -0.2, -0.7], [0.0, 0.6, 1.1], [0.1, 1.0, -0.9], [0.5, -0.5, -0.3], [-0.1, 0.5, 0.1], [0.1, 0.1, -0.2], [-0.3, 0.0, -0.2], [0.2, -0.3, 0.0], [0.9, 0.9, -0.2], [1.3, -1.9, 0.8]], "e_above_lowest_kj_mol": 144.5, "lumo_energy_ev": 0.94, "e_homo_ev": -9.55, "gap_ev": 10.49, "smiles": "C=CC(=O)NC", "fmax_ha_per_bohr": 0.0637}

3.
{"formula": "C3H7I2NS", "method": "the ωB97M-V functional and the def2-TZVPD basis", "symbols": ["C", "C", "C", "N", "S", "I", "I", "H", "H", "H", "H", "H", "H", "H"], "xyz": [[-0.379284, -0.242840, -2.411830], [-0.428760, -0.041188, 1.393687], [1.683980, 0.066518, 0.172987], [0.907465, -0.514041, 1.045226], [1.694174, -1.367605, 2.436047], [2.057741, 2.171050, 0.180667], [3.323962, -1.100800, -0.449778], [0.669520, -0.156182, -2.729525], [-0.669485, 0.615265, -1.944942], [-1.094609, -0.860575, -2.839787], [-0.900183, 0.362696, 0.604987], [-0.862472, -0.835034, 1.944092], [-0.492495, 0.730892, 2.071661], [1.325773, -0.396660, 3.377668]], "forces_ev_per_angstrom": [[3.5, 0.2, 0.3], [2.2, -2.0, 1.3], [0.3, 0.0, -2.2], [-0.3, -0.8, 2.4], [-1.0, 1.2, 0.4], [-0.2, 0.0, -0.1], [-0.1, 0.3, -0.1], [-0.7, -0.5, -0.2], [-1.1, 2.2, 1.2], [-0.9, -1.4, -0.5], [-1.9, 0.4, -3.4], [-1.1, -1.0, -0.2], [0.9, 2.2, 1.9], [0.5, -0.8, -0.8]], "e_above_lowest_kj_mol": 547.3, "lumo_energy_ev": -1.94, "e_homo_ev": -6.54, "gap_ev": 4.59, "fmax_ha_per_bohr": 0.0753}

4.
{"formula": "AlBH20O8", "method": "the ωB97M-V functional and the def2-TZVPD basis", "symbols": ["Al", "B", "H", "H", "H", "H", "O", "H", "H", "O", "H", "H", "O", "H", "H", "O", "H", "H", "O", "H", "H", "O", "H", "H", "O", "H", "H", "O", "H", "H"], "xyz": [[0.140492, -3.208452, 0.247855], [-0.010925, -0.051544, -0.070265], [0.404761, -0.451552, -1.098479], [-0.351901, 1.038610, -0.244495], [-0.930914, -0.697506, 0.213954], [0.882646, -0.133366, 0.652639], [2.984177, -2.079568, -0.017524], [3.644457, -2.393185, -0.649162], [3.440856, -1.405702, 0.499642], [0.624235, 2.779112, 1.222165], [1.447946, 3.131389, 0.846470], [0.312778, 2.120263, 0.583857], [-2.418142, 2.480049, -2.188662], [-2.627390, 3.421071, -2.292264], [-2.616961, 2.287403, -1.255392], [1.332389, -1.673367, 2.585358], [1.477604, -0.733507, 2.434739], [1.655932, -1.831499, 3.482834], [0.132661, 1.480087, -2.749740], [0.425923, 0.919962, -2.012844], [-0.826126, 1.673161, -2.584413], [-2.439799, 1.819506, 0.801638], [-2.308324, 2.182132, 1.691364], [-1.599320, 1.398659, 0.565422], [0.826527, -2.147983, -2.474512], [1.719005, -1.977745, -2.811337], [0.260920, -2.149172, -3.263217], [-1.721905, -2.112261, 2.308339], [-1.520647, -1.220582, 2.613345], [-2.340955, -2.464413, 2.962683]], "forces_ev_per_angstrom": [[0.3, 1.4, 0.5], [-0.4, -1.0, 1.6], [2.0, 0.2, -2.4], [-1.1, 1.2, -2.0], [-1.4, -0.3, 1.6], [1.4, -1.1, 0.6], [-0.4, -0.1, -0.3], [0.0, -0.1, 0.1], [0.0, -0.1, 0.1], [0.2, -0.4, 0.0], [-0.1, 0.1, 0.1], [0.1, 0.6, -0.1], [0.3, -0.2, 0.4], [0.1, -0.1, -0.2], [-0.3, 0.2, -0.1], [-0.1, 0.0, -0.2], [0.0, 0.0, 0.1], [0.0, -0.2, -0.1], [-0.2, -0.2, 0.4], [0.0, 0.4, -0.2], [-0.1, 0.2, -0.2], [0.3, 0.0, -0.1], [-0.2, 0.2, -0.2], [-0.5, -0.2, 0.4], [-0.2, 0.1, 0.4], [0.0, -0.1, 0.0], [0.0, -0.1, 0.0], [0.1, -0.2, -0.4], [0.1, -0.1, 0.1], [0.0, -0.1, -0.1]], "e_above_lowest_kj_mol": 0.0, "lumo_energy_ev": -14.19, "e_homo_ev": -17.70, "gap_ev": 3.51, "total_charge": 2, "fmax_ha_per_bohr": 0.0609}

5.
{"formula": "C4H4GaO5", "method": "the ωB97M-V functional and the def2-TZVPD basis", "symbols": ["O", "C", "O", "H", "Ga", "O", "O", "C", "C", "O", "C", "H", "H", "H"], "xyz": [[0.388936, -0.234424, -1.356409], [1.422348, 0.125704, -0.658114], [0.740709, 0.462141, 0.575244], [-2.774513, 1.374099, 1.144544], [3.528157, -0.330359, 0.875509], [2.564193, -0.236793, -0.548278], [-1.310509, 1.146017, -0.304655], [-2.621039, 0.826080, 0.207891], [-2.539362, -0.683303, 0.404428], [-1.114870, -0.912430, 0.446620], [-0.491964, 0.132158, -0.075212], [-3.361191, 1.131145, -0.537179], [-2.964651, -1.250538, -0.431147], [-2.966453, -1.025531, 1.351482]], "forces_ev_per_angstrom": [[2.6, 1.0, -0.4], [-9.2, -1.0, 3.9], [2.1, 0.0, -2.7], [0.1, -0.1, -0.3], [1.7, -0.1, 2.3], [3.6, -0.4, -3.4], [1.6, -0.3, -0.3], [-0.9, 0.0, 0.2], [-1.0, -0.1, -0.2], [1.8, 0.2, -0.3], [-2.9, 0.7, 1.0], [0.2, -0.1, 0.2], [0.2, 0.1, 0.2], [0.2, 0.0, -0.2]], "e_above_lowest_kj_mol": 301.1, "lumo_energy_ev": [-10.75, -14.99], "spin_multiplicity": 2, "e_homo_ev": [-18.63, -18.62], "gap_ev": [7.88, 3.63], "total_charge": 2, "fmax_ha_per_bohr": 0.1951}

6.
{"formula": "C2H4FN3", "method": "the ωB97M-V functional and the def2-TZVPD basis", "symbols": ["C", "C", "N", "N", "N", "F", "H", "H", "H", "H"], "xyz": [[0.545185, 0.256361, -1.398836], [-0.809832, -1.014003, 1.079528], [0.110880, -0.265271, 1.488144], [0.208401, 0.914623, 0.886578], [0.478772, 1.089503, -0.370606], [-1.266689, -2.075079, 1.854132], [0.318260, -0.782965, -1.063019], [1.260393, 0.596979, -2.238754], [-1.613835, -0.717792, 0.451536], [0.768466, 1.997644, -0.688704]], "forces_ev_per_angstrom": [[1.1, -0.9, 0.0], [-1.5, -0.9, 2.3], [-0.2, -2.2, -0.6], [0.9, 4.1, -0.1], [0.1, -1.8, -0.8], [1.3, 1.0, -1.0], [0.4, 0.7, -1.2], [-1.6, -0.9, 1.4], [-0.4, 0.0, -1.1], [-0.2, 0.9, 1.2]], "e_above_lowest_kj_mol": 387.2, "lumo_energy_ev": [0.53, 0.53], "e_homo_ev": [-7.98, -7.98], "gap_ev": [8.51, 8.52], "fmax_ha_per_bohr": 0.0811}

- Which formula does entry 1 have?
  C27H54O9